1.
Formula: C28H29N7O2
Source: the OMol25 dataset
Level of theory: ωB97M-V with the def2-TZVPD basis set

XYZ file:
```
66
Properties=species:S:1:pos:R:3:lowdin_charge:R:1
C -6.60 -2.13 0.15 -0.047
C -5.24 -1.55 -0.09 -0.271
C -4.86 -1.19 -1.39 -0.047
C -3.62 -0.66 -1.65 -0.015
C -2.70 -0.47 -0.60 -0.152
C -1.38 0.01 -0.81 0.052
C -0.50 0.12 0.21 -0.082
C 0.95 0.50 0.04 -0.194
C 1.08 1.56 -1.01 -0.252
N 1.08 1.40 -2.31 0.079
N 1.21 2.62 -2.84 -0.030
N 1.29 3.50 -1.94 0.050
N 1.22 2.89 -0.75 -0.018
C 1.23 3.56 0.52 -0.241
C -0.18 3.54 1.16 -0.120
C -0.48 5.00 1.52 -0.185
C 0.28 5.79 0.46 -0.188
C 1.60 5.04 0.36 -0.142
N 1.79 -0.67 -0.20 -0.087
C 3.20 -0.33 -0.28 -0.141
C 4.03 -1.54 0.02 -0.203
C 5.06 -1.97 -0.81 -0.030
C 5.78 -3.10 -0.46 -0.061
C 5.45 -3.76 0.71 -0.157
N 4.48 -3.36 1.51 0.066
C 3.79 -2.28 1.18 -0.100
C 1.36 -1.54 -1.28 -0.084
C 0.26 -2.44 -0.83 -0.265
C 0.03 -3.06 0.36 -0.017
C -1.18 -3.78 0.21 -0.054
C -1.59 -3.55 -1.07 -0.127
O -0.73 -2.74 -1.70 0.041
C -0.92 -0.13 1.59 -0.425
O -0.23 0.08 2.57 0.056
N -2.20 -0.61 1.72 0.187
C -3.09 -0.81 0.70 -0.178
C -4.35 -1.35 0.94 0.024
H -7.37 -1.46 -0.22 0.085
H -6.76 -2.32 1.21 0.075
H -6.70 -3.07 -0.39 0.085
H -5.56 -1.35 -2.20 0.113
H -3.32 -0.40 -2.65 0.122
H -1.07 0.23 -1.83 0.128
H 1.28 0.91 1.00 0.140
H 1.95 3.04 1.15 0.149
H -0.23 2.88 2.02 0.109
H -0.90 3.19 0.42 0.122
H -1.55 5.21 1.52 0.109
H -0.08 5.23 2.51 0.113
H 0.41 6.84 0.73 0.108
H -0.25 5.74 -0.49 0.113
H 2.11 5.22 -0.58 0.099
H 2.26 5.34 1.18 0.117
H 3.48 0.09 -1.26 0.129
H 3.41 0.43 0.48 0.136
H 5.28 -1.43 -1.72 0.115
H 6.58 -3.46 -1.09 0.100
H 5.99 -4.64 1.03 0.101
H 3.00 -1.98 1.85 0.116
H 1.05 -0.98 -2.17 0.118
H 2.23 -2.15 -1.56 0.135
H 0.65 -3.00 1.23 0.110
H -1.67 -4.38 0.95 0.102
H -2.45 -3.88 -1.62 0.121
H -2.49 -0.83 2.67 0.167
H -4.63 -1.61 1.96 0.118
```

Properties
- E_HOMO (eV) = -7.94
- Kohn-Sham gap (eV) = 8.09
- calculated total energy (Eh) = -1618.1484
- LUMO level (eV) = 0.15
- 2S+1 = 1
- SMILES = Cc1ccc2cc([C@H](c3nnnn3C3CCCC3)N(Cc3cccnc3)Cc3ccco3)c(=O)[nH]c2c1

2.
Formula: C32H36F23NO14Si
Source: the OMol25 dataset
Level of theory: ωB97M-V with the def2-TZVPD basis set

XYZ file:
```
107
Properties=species:S:1:pos:R:3:lowdin_charge:R:1
C -2.49 0.31 2.07 0.047
C -3.45 0.01 1.38 -0.185
Si -4.75 -1.13 0.63 0.667
C -4.10 -2.88 0.26 -0.237
C -2.51 -2.98 0.20 -0.137
C -2.08 -4.30 0.94 -0.172
F -1.61 -5.38 0.19 0.030
C -2.18 -4.37 2.32 -0.215
F -3.34 -4.45 3.02 0.113
F -1.05 -4.32 3.11 0.089
N -6.31 -1.13 1.56 0.045
C -7.12 -2.17 0.92 -0.526
O -7.87 -1.92 0.05 0.189
F -6.99 -3.49 1.28 0.105
C -6.15 -1.53 2.92 -0.512
O -5.17 -1.44 3.57 0.178
F -7.29 -2.03 3.54 0.097
H -1.68 0.66 2.72 0.063
H -5.07 -0.53 -0.68 0.016
H -4.48 -3.15 -0.76 0.096
H -4.46 -3.67 0.95 0.072
H -2.12 -3.07 -0.85 0.127
H -1.96 -2.15 0.70 0.087
C -10.22 -3.47 -1.48 -0.072
C -11.51 -4.00 -2.08 -0.197
O -11.47 -3.93 -3.52 0.028
C -10.80 -4.90 -4.14 -0.387
O -10.23 -5.80 -3.59 0.170
C -10.89 -4.72 -5.66 -0.526
F -10.66 -3.44 -6.03 0.158
F -12.11 -5.04 -6.12 0.159
F -10.00 -5.48 -6.31 0.163
H -10.02 -2.46 -1.84 0.083
H -10.28 -3.46 -0.39 0.080
H -9.36 -4.09 -1.77 0.078
H -12.34 -3.39 -1.76 0.125
H -11.71 -5.03 -1.76 0.126
C 2.06 4.82 1.03 -0.061
C 1.20 3.74 1.64 -0.182
O -0.08 3.67 0.99 0.024
C -0.11 3.02 -0.18 -0.382
O 0.84 2.51 -0.70 0.178
C -1.54 2.99 -0.72 -0.517
F -2.14 4.19 -0.66 0.156
F -2.30 2.13 -0.03 0.130
F -1.58 2.61 -2.01 0.163
H 1.53 5.78 1.04 0.099
H 3.00 4.93 1.57 0.076
H 2.28 4.60 0.00 0.059
H 1.01 3.97 2.69 0.105
H 1.70 2.77 1.62 0.124
C 2.96 -5.61 3.80 -0.060
C 2.69 -4.36 4.61 -0.197
O 3.72 -3.38 4.41 0.029
C 3.64 -2.66 3.29 -0.386
O 2.78 -2.78 2.46 0.169
C 4.78 -1.64 3.23 -0.526
F 5.97 -2.18 3.55 0.159
F 4.57 -0.62 4.09 0.160
F 4.91 -1.09 2.02 0.161
H 3.95 -6.00 4.03 0.083
H 2.21 -6.37 4.02 0.083
H 2.94 -5.40 2.73 0.077
H 2.69 -4.60 5.67 0.126
H 1.71 -3.93 4.38 0.119
C 6.81 0.65 -2.01 -0.054
C 6.08 1.81 -2.66 -0.200
O 5.23 2.48 -1.72 0.035
C 5.83 3.33 -0.89 -0.381
O 7.00 3.57 -0.88 0.176
C 4.80 4.00 0.02 -0.502
F 3.93 3.11 0.55 0.136
F 4.06 4.91 -0.66 0.127
F 5.36 4.65 1.05 0.168
H 6.09 -0.03 -1.54 0.083
H 7.39 0.09 -2.74 0.070
H 7.48 1.00 -1.22 0.082
H 5.44 1.43 -3.46 0.130
H 6.78 2.51 -3.12 0.111
C -3.51 8.26 3.80 -0.061
C -3.33 7.05 2.90 -0.199
O -2.24 6.23 3.36 0.028
C -2.52 5.41 4.38 -0.384
O -3.59 5.33 4.92 0.175
C -1.30 4.56 4.73 -0.518
F -0.17 5.29 4.80 0.157
F -1.08 3.61 3.80 0.148
F -1.42 3.94 5.91 0.168
H -2.57 8.81 3.89 0.084
H -4.28 8.92 3.40 0.083
H -3.80 7.96 4.81 0.077
H -3.06 7.38 1.89 0.126
H -4.25 6.47 2.81 0.127
C 11.54 -2.35 -6.01 -0.061
C 10.07 -2.01 -6.02 -0.200
O 9.79 -0.87 -5.18 0.024
C 10.07 0.33 -5.71 -0.385
O 10.52 0.51 -6.80 0.175
C 9.68 1.43 -4.72 -0.517
F 10.12 1.18 -3.47 0.162
F 8.35 1.59 -4.65 0.148
F 10.19 2.62 -5.07 0.172
H 11.89 -2.50 -4.98 0.084
H 11.73 -3.26 -6.58 0.084
H 12.14 -1.54 -6.43 0.077
H 9.49 -2.84 -5.62 0.125
H 9.70 -1.83 -7.04 0.127
```

Properties
- E_HOMO (eV) = -8.46
- Kohn-Sham gap (eV) = 7.64
- calculated total energy (Eh) = -4935.4068
- LUMO level (eV) = -0.82
- 2S+1 = 1
- SMILES = C#C[Si@@H](CCC(F)=C(F)F)N(C(=O)F)C(=O)F.CCOC(=O)C(F)(F)F.CCOC(=O)C(F)(F)F.CCOC(=O)C(F)(F)F.CCOC(=O)C(F)(F)F.CCOC(=O)C(F)(F)F.CCOC(=O)C(F)(F)F

3.
Formula: C4H12NO2PS
Source: the OMol25 dataset
Level of theory: ωB97M-V with the def2-TZVPD basis set

XYZ file:
```
21
Properties=species:S:1:pos:R:3:lowdin_charge:R:1
C -0.14 1.43 -1.28 -0.136
C 0.44 1.11 1.08 -0.095
C -2.94 -1.39 1.53 -0.164
C 3.19 -0.85 -1.12 -0.548
N -0.39 0.71 -0.04 -0.343
O -2.21 -0.80 -1.19 -0.338
O -1.62 -1.18 1.24 -0.356
P -1.08 -0.85 -0.29 0.710
S 3.76 0.42 0.01 0.550
H 0.75 1.99 -1.32 0.056
H -0.31 0.75 -2.16 0.092
H -0.91 2.25 -1.27 0.101
H 0.20 0.40 1.85 0.070
H 1.54 1.05 0.80 0.012
H 0.15 2.06 1.31 0.058
H -3.44 -1.71 0.68 0.042
H -3.30 -0.36 1.88 0.110
H -3.02 -2.06 2.44 0.107
H 3.35 -1.87 -0.74 0.027
H 3.81 -0.46 -2.04 0.066
H 2.16 -0.63 -1.36 -0.019
```

Properties
- E_HOMO (alpha / beta) (eV) = -9.11 / -8.45
- Kohn-Sham gap (alpha / beta) (eV) = 7.72 / 6.50
- calculated total energy (Eh) = -1104.2891
- LUMO level (alpha / beta) (eV) = -1.39 / -1.95
- 2S+1 = 1

4.
Formula: C4H7NO2
Source: the OMol25 dataset
Level of theory: ωB97M-V with the def2-TZVPD basis set

XYZ file:
```
14
Properties=species:S:1:pos:R:3:lowdin_charge:R:1
O 0.64 1.28 -1.71 0.115
C 0.53 0.39 -0.90 -0.339
C 0.47 -1.12 -1.11 -0.124
N -0.17 -1.65 0.09 0.060
C -0.31 -0.72 0.95 -0.129
C 0.32 0.61 0.59 -0.324
O -0.42 1.76 0.89 -0.025
H -0.10 -1.37 -2.01 0.127
H 1.48 -1.53 -1.24 0.132
H -0.78 -0.89 1.91 0.125
H 1.31 0.63 1.08 0.169
H -0.26 2.37 0.15 0.101
H -2.39 0.70 -0.15 0.045
H -2.68 0.20 -0.61 0.066
```

Properties
- E_HOMO (eV) = -9.82
- Kohn-Sham gap (eV) = 10.44
- calculated total energy (Eh) = -361.7860
- LUMO level (eV) = 0.61
- 2S+1 = 1
- SMILES = O=C1CN=C[C@@H]1O.[H][H]

5.
Formula: H4S4
Source: the OMol25 dataset
Level of theory: ωB97M-V with the def2-TZVPD basis set

XYZ file:
```
8
Properties=species:S:1:pos:R:3:lowdin_charge:R:1
S 1.88 0.31 0.29 0.230
S 2.05 -1.79 0.60 0.244
H 0.55 0.18 0.16 -0.311
H 2.19 -1.44 1.86 -0.245
S -1.85 -0.19 -1.04 0.268
S -2.05 1.60 0.06 0.120
H -1.34 0.34 -2.15 -0.169
H -2.27 2.44 1.14 -0.137
```

Properties
- E_HOMO (eV) = -8.85
- Kohn-Sham gap (eV) = 6.75
- calculated total energy (Eh) = -1595.0168
- LUMO level (eV) = -2.10
- 2S+1 = 1
- SMILES = SS.SS

6.
Formula: C5H12N
Source: the OMol25 dataset
Level of theory: ωB97M-V with the def2-TZVPD basis set

XYZ file:
```
18
Properties=species:S:1:pos:R:3:lowdin_charge:R:1
C 0.19 -1.75 -0.80 0.006
C 0.60 -0.49 -0.88 -0.307
C 1.95 0.12 -0.44 -0.075
C -0.44 0.81 -0.80 -0.126
C -0.71 1.12 0.67 -0.163
N -1.53 -0.01 1.23 0.157
H -0.70 -2.40 -1.13 0.109
H 0.92 -2.40 -0.24 0.089
H 2.14 1.01 -1.12 0.102
H 2.67 -0.65 -0.78 0.085
H 2.19 0.27 0.67 0.114
H -1.42 0.78 -1.36 0.129
H 0.23 1.63 -1.17 0.113
H -1.13 2.07 0.99 0.142
H 0.24 0.94 1.17 0.105
H -1.00 -0.87 0.98 0.129
H -2.54 -0.09 0.78 0.232
H -1.64 -0.10 2.23 0.159
```

Properties
- E_HOMO (eV) = -13.79
- Kohn-Sham gap (eV) = 10.15
- calculated total energy (Eh) = -252.1379
- LUMO level (eV) = -3.64
- 2S+1 = 1
- charge = +1
- SMILES = C=C(C)CC[NH3+]